--- 1 ---
The molecule C5H4S, computed with the ωB97M-V functional and the def2-TZVPD basis.

```
10
Properties=species:S:1:pos:R:3
S 2.38 -1.42 0.68
C -1.18 1.84 -0.72
C -1.62 2.92 -0.94
C 0.57 -1.64 0.27
C -0.12 -0.40 -0.09
C -0.66 0.63 -0.44
H 2.24 -1.27 1.95
H 0.54 -2.39 -0.52
H -2.11 3.87 -1.18
H -0.04 -2.15 1.01
```

Its molecular weight is 96.15 g/mol. For the HOMO energy, the calculation gives -9.3 eV. The spin multiplicity is 1. The SMILES is C#CC#CCS. The calculation puts the LUMO energy at 0.72 eV.

Löwdin population analysis, charges in e, atoms 1 to 2: 0.717, -0.179


--- 2 ---
The molecule C5H4S, computed with the ωB97M-V functional and the def2-TZVPD basis.

```
10
Properties=species:S:1:pos:R:3
S -2.67 -0.72 -0.14
C -1.71 0.79 -0.02
C -0.30 0.41 -0.01
C 3.38 -0.47 -0.02
C 0.91 0.08 -0.14
C 2.18 -0.33 -0.12
H -2.22 -1.47 0.81
H -1.96 1.22 -0.98
H -1.95 1.35 0.80
H 4.35 -0.86 -0.17
```

Its molecular weight is 96.15 g/mol. For the HOMO energy, the calculation gives -9.0 eV. The spin multiplicity is 1. The SMILES is C#CC#CCS. The calculation puts the LUMO energy at 0.63 eV.

Löwdin population analysis, charges in e, atoms 1 to 2: 0.742, -0.546


Which structure wins on stability? 1 wins.


--- 1 ---
The ion C2H5N2 with charge +1, computed with the ωB97M-V functional and the def2-TZVPD basis.

```
9
Properties=species:S:1:pos:R:3
N -0.14 -0.62 0.17
N 1.02 -0.30 0.20
C 2.59 0.43 0.30
C -1.27 0.24 0.01
H -1.23 1.07 0.72
H -2.19 -0.33 0.15
H -0.34 -1.63 0.21
H -1.27 0.68 -0.99
H 2.84 0.46 -0.77
```

As for the net charge: +1. Its molecular weight is 57.08 g/mol. For the HOMO energy, the calculation gives -16.4 eV. The spin multiplicity is 1. The SMILES is C#[N+]NC. The calculation puts the LUMO energy at -6.56 eV.

Löwdin population analysis, charges in e, atoms 1 to 2: -0.040, 0.053


--- 2 ---
The ion C2H5N2 with charge +1, computed with the ωB97M-V functional and the def2-TZVPD basis.

```
9
Properties=species:S:1:pos:R:3
N 1.58 -0.29 0.60
N -1.34 0.00 0.65
C -0.58 0.21 -0.43
C 0.85 0.08 -0.44
H -2.37 0.17 0.59
H 1.18 0.23 -1.45
H -0.86 -0.33 1.45
H -1.00 0.57 -1.33
H 2.54 -0.64 0.35
```

As for the net charge: +1. Its molecular weight is 57.08 g/mol. For the HOMO energy, the calculation gives -16.1 eV. The spin multiplicity is 1. The SMILES is [H]/N=C/C=[NH2+]. The calculation puts the LUMO energy at -6.99 eV.

Löwdin population analysis, charges in e, atoms 1 to 2: 0.191, 0.258


--- 3 ---
A cluster of 2 separate species, C2H5N2 in total, computed with the ωB97M-V functional and the def2-TZVPD basis.

```
9
Properties=species:S:1:pos:R:3
N 0.90 -0.55 -0.49
N -1.56 -0.11 -0.04
C 0.92 0.86 -0.11
C -0.26 -0.08 -0.28
H 1.97 -2.33 0.96
H 0.86 1.48 -0.95
H -2.06 0.75 -0.07
H 1.16 1.01 0.91
H -1.94 -1.02 0.08
```

As for the net charge: +1. Its molecular weight is 57.08 g/mol. For the HOMO energy (spin up / spin down), the calculation gives -16.7 / -15.4 eV. The spin multiplicity is 1. The calculation puts the LUMO energy (spin up / spin down) at -4.37 / -8.83 eV.

Löwdin population analysis, charges in e, atoms 1 to 2: 0.219, 0.284


Which structure wins on stability? 2 wins.